The following is a quantum chemistry calculation of C28H47Ge2N3OV as an isolated structure, from the Open Molecules 2025 dataset.

Each line ends with the Mulliken charge.
Positions of all 82 atoms, in Å:
V 0.283561 0.577266 1.576436  0.2782
N -0.244971 2.177272 2.938959  -0.3782
C 0.319399 2.074589 4.303765  -0.6712
C 1.758331 1.618637 4.172449  -0.8534
N 1.893335 0.457501 3.258126  -0.0101
C 1.789974 -0.854511 3.936277  -0.9836
C 0.348272 -1.165009 4.248099  -0.6993
N -0.423641 -0.963590 2.998308  -0.1915
H -1.249994 2.340632 2.956611  0.1589
H 0.115428 3.023039 2.494333  0.3001
H 0.271330 3.033693 4.823010  0.4841
H -0.294628 1.380822 4.867517  0.2714
H 2.350293 2.435838 3.752683  0.3960
H 2.180005 1.398808 5.157844  0.3914
H 2.821736 0.504208 2.855149  0.1346
H 2.187025 -1.609085 3.251088  0.4714
H 2.400938 -0.887739 4.843381  0.4331
H 0.246191 -2.189085 4.612642  0.4739
H -0.052066 -0.522239 5.025015  0.3245
H -0.285854 -1.799480 2.433395  -0.1224
H -1.427415 -0.967621 3.165427  0.2013
C 1.131507 3.399923 -1.666481  -0.8286
C 0.035773 3.654168 -0.639559  -0.8384
Ge -0.995094 2.083293 -0.081172  0.5635
C -2.615897 2.763383 0.803791  -0.9641
C -3.522763 1.679242 1.367900  -0.8194
C -1.533231 1.108585 -1.651775  0.1546
C -1.665058 -0.219915 -1.643945  0.0457
Ge -1.121965 -1.088596 0.012480  1.0814
C -2.659742 -1.940763 0.886182  -0.4102
C -3.375599 -2.986313 0.020573  -1.4389
C 0.420461 -2.336491 0.089004  -0.2352
C 0.658588 -3.338628 -1.045282  -1.7883
C -2.292305 -0.959155 -2.786862  0.1135
C -3.140243 -0.310910 -3.689725  -0.6498
C -3.702843 -0.996793 -4.751404  -0.9478
C -3.437641 -2.349938 -4.930171  -0.5221
C -2.616519 -3.012436 -4.032852  -1.1854
C -2.058172 -2.317911 -2.968160  0.4302
H 1.517572 4.328263 -2.088536  0.4724
H 0.771921 2.791288 -2.498154  0.2484
H 1.989993 2.881140 -1.238486  -0.0293
H -0.735456 4.299928 -1.072513  0.4605
H 0.421182 4.209042 0.221253  0.4529
H -3.157804 3.342005 0.051153  0.6351
H -2.348338 3.495035 1.574088  0.4383
H -3.871500 1.013312 0.577746  0.2645
H -4.405242 2.082853 1.864683  0.4805
H -3.009482 1.043840 2.102950  -0.0178
H -1.835460 1.651934 -2.545316  0.5175
H -3.360796 -1.159495 1.176992  0.4043
H -2.330372 -2.428845 1.808845  0.4105
H -3.765633 -2.549735 -0.896092  0.3535
H -4.214545 -3.419858 0.564063  0.4594
H -2.712580 -3.806444 -0.259481  0.3071
H 0.277917 -2.912571 1.011961  0.7986
H 1.337598 -1.753963 0.229689  0.2292
H -0.151081 -4.065154 -1.123207  0.4697
H 1.576861 -3.897716 -0.864069  0.3717
H 0.756605 -2.846841 -2.013237  0.4135
H -3.389060 0.732302 -3.556620  0.4384
H -4.360397 -0.480382 -5.436889  0.4387
H -3.884140 -2.885211 -5.756838  0.4452
H -2.415936 -4.068113 -4.152564  0.4474
H -1.428339 -2.863121 -2.266957  0.2384
C 3.812106 1.836827 0.625535  -1.8842
C 2.899984 0.881179 -0.064134  -0.0564
O 1.765172 0.669314 0.444454  -0.1343
C 3.237010 0.211661 -1.292270  0.7503
C 2.214908 -0.340377 -2.082053  0.6235
C 2.527901 -0.924931 -3.293032  -1.1926
C 3.855117 -0.977043 -3.705262  -0.5349
C 4.879367 -0.439424 -2.931089  -0.9366
C 4.571481 0.172638 -1.733734  -0.6578
H 3.263166 2.445759 1.340935  0.2003
H 4.324668 2.484571 -0.084234  0.5808
H 4.587098 1.272554 1.155614  0.5086
H 1.179705 -0.260136 -1.772113  0.4535
H 1.744760 -1.326773 -3.921217  0.5832
H 4.097652 -1.434590 -4.655681  0.4404
H 5.902317 -0.494087 -3.274409  0.4475
H 5.367631 0.594683 -1.134859  0.4901

Atoms 1-2, force components in eV/Å:
-0.146 -0.171 1.545
-0.074 0.147 -0.334

Output
Orbital gap (spin up / spin down) (eV): 6.13 / 6.32
2S+1: 2
E_HOMO (spin up / spin down) (eV): -13.02 / -13.00
LUMO level (spin up / spin down) (eV): -6.890 / -6.689
Net charge: +2

The following is a quantum chemistry calculation of C4H5FN2 as an isolated structure, from the Open Molecules 2025 dataset.

Each line ends with the Mulliken charge.
Positions of all 12 atoms, in Å:
C -2.094804 1.482636 -0.218162  -0.2082
C -0.904043 0.602512 -0.223754  0.5010
C -1.878548 -0.415945 0.147766  0.3352
C 1.230917 -0.404703 -0.554136  -0.7507
N -2.928883 0.525498 0.066250  -0.4832
N 0.315851 0.742672 -0.476930  -0.5276
F -2.082035 -1.586132 -0.383431  -0.1774
H -2.218891 2.439999 -0.687752  0.3735
H -1.544858 -0.840578 2.247081  0.0713
H 2.332433 0.036796 -0.506139  0.2371
H 0.993029 -0.761076 -1.487463  0.3500
H 1.045560 -1.200718 0.233103  0.2791

Atoms 1-2, force components in eV/Å:
0.325 -1.193 -0.981
2.684 0.597 -0.196

Output
Orbital gap (spin up / spin down) (eV): 7.98 / 7.98
2S+1: 1
E_HOMO (spin up / spin down) (eV): -8.89 / -8.89
LUMO level (spin up / spin down) (eV): -0.909 / -0.909
Net charge: 0

Per-record relative energy (zero: lowest compared OMol25 entry of this formula, charge and spin), eV: 0.000 6.878
Per-record DFT total energy, eV: -175022.01402 -9919.92594